Run w
C3H8BNO in the gas phase, computed with ωB97M-V/def2-TZVPD.

The geometry in ORCA input format:
```
! wB97M-V def2-TZVPD RIJCOSX def2/J DEFGRID3
* xyz 0 1
B -0.614 0.497 -0.206
C 0.251 -0.992 -0.310
C 1.718 -0.414 -0.017
C -2.222 0.511 -0.040
N 1.733 1.004 0.164
O 0.312 1.422 0.103
H -0.008 -1.617 0.543
H 0.095 -1.426 -1.285
H 2.280 -0.989 0.806
H 2.247 -0.634 -0.989
H -2.552 -0.024 -0.917
H -2.784 1.429 0.230
H -2.408 -0.158 0.766
H 1.951 1.395 1.153
*
```

**SMILES string**: CB1CCNO1

The Löwdin scheme yields these atomic charges, measured in e: -0.39, -0.06, -0.25, -0.01, -0.02, 0.02, 0.08, 0.07, 0.13, 0.11, 0.05, 0.07, 0.04, 0.16


Run x
C3H8BNO in the gas phase, computed with ωB97M-V/def2-TZVPD.

The geometry in ORCA input format:
```
! wB97M-V def2-TZVPD RIJCOSX def2/J DEFGRID3
* xyz 0 1
B -0.650 0.208 -0.820
C 1.038 -1.320 1.842
C 1.244 -1.034 0.386
C -0.962 1.696 -0.971
N 0.364 -0.453 -0.236
O -1.527 -0.643 -1.545
H 0.094 -0.733 2.165
H 1.333 -2.172 2.412
H 1.887 -0.616 1.967
H 2.412 -1.134 0.163
H -1.888 1.924 -1.549
H -0.229 1.937 -1.729
H -0.982 2.353 -0.125
H -2.135 -0.014 -1.960
*
```

**SMILES string**: C/C=N\B(C)O

The Löwdin scheme yields these atomic charges, measured in e: -0.69, -0.06, -0.22, 0.01, 0.21, 0.08, 0.12, 0.06, 0.08, 0.15, 0.07, 0.07, 0.05, 0.07


Run y
2 unconnected molecules or ions with the total composition C3H8BNO, computed with ωB97M-V/def2-TZVPD.

The geometry in ORCA input format:
```
! wB97M-V def2-TZVPD RIJCOSX def2/J DEFGRID3
* xyz 0 1
B 0.391 -0.222 0.845
C 0.595 1.177 0.181
C -0.025 0.884 -1.208
C -0.984 -0.306 -1.019
N -0.482 -0.999 0.168
O 1.493 -1.345 3.060
H 0.022 1.942 0.709
H 1.612 1.549 0.092
H -0.537 1.749 -1.625
H 0.774 0.592 -1.892
H -2.011 0.032 -0.839
H -0.986 -0.980 -1.881
H -0.846 -1.918 0.363
H 0.984 -2.155 3.048
*
```

The Löwdin scheme yields these atomic charges, measured in e: -0.04, -0.10, -0.17, -0.18, 0.11, -0.31, 0.11, 0.10, 0.11, 0.11, 0.12, 0.12, 0.14, -0.11


Energy ordering: run x at the bottom, the next structure 34.4 kcal/mol above.


Run w
A molecular structure, C5H13N2, computed with ωB97M-V/def2-TZVPD.

The geometry in ORCA input format:
```
! wB97M-V def2-TZVPD RIJCOSX def2/J DEFGRID3
* xyz 1 1
C -1.976 0.213 1.085
C -1.993 -0.768 -0.050
C -0.665 -0.664 -0.897
C 0.362 -0.293 0.123
N 0.075 1.049 0.618
C 1.426 0.638 -0.477
N 1.965 -0.195 -1.493
H 1.162 1.564 -0.983
H -3.013 0.483 1.284
H -1.576 -0.225 2.003
H -2.241 -1.802 0.168
H -2.736 -0.412 -0.764
H -0.652 0.185 -1.583
H -0.585 -1.577 -1.481
H -1.162 1.129 0.874
H 0.700 -1.112 0.759
H 4.486 0.154 4.672
H 2.562 0.058 -0.444
H 2.213 0.458 -2.237
H 3.788 0.199 4.476
*
```

The Löwdin scheme yields these atomic charges, measured in e: -0.02, -0.18, -0.14, -0.36, 0.14, -0.17, 0.22, 0.17, 0.12, 0.11, 0.13, 0.12, 0.12, 0.13, 0.08, 0.17, 0.00, 0.23, 0.12, 0.00


Run x
A gas-phase ion, C5H13N2 (charge +1), computed with ωB97M-V/def2-TZVPD.

The geometry in ORCA input format:
```
! wB97M-V def2-TZVPD RIJCOSX def2/J DEFGRID3
* xyz 1 1
C 0.654 1.308 -1.603
C -0.049 -0.060 -1.659
C -0.687 -0.562 -0.308
C -0.252 -0.070 1.022
C -0.114 -0.852 2.173
N 0.669 -0.128 3.187
N -1.053 -0.427 -2.683
H 0.204 2.121 -1.115
H 1.014 1.546 -2.581
H 1.504 0.899 -1.110
H 0.782 -0.884 -1.587
H -0.604 -1.710 -0.375
H -1.777 -0.560 -0.520
H 0.033 1.032 1.006
H -1.062 -1.444 2.529
H 1.554 0.212 2.710
H 1.168 -0.645 3.880
H 0.060 0.624 3.699
H -0.534 -0.791 -3.513
H -1.509 0.392 -3.153
*
```

**SMILES string**: C[C@H](N)C/C=C/[NH3+]

The Löwdin scheme yields these atomic charges, measured in e: -0.05, -0.43, -0.19, -0.06, -0.10, 0.13, 0.01, 0.06, 0.08, 0.06, 0.16, 0.15, 0.13, 0.14, 0.18, 0.19, 0.14, 0.22, 0.09, 0.10


Run y
A gas-phase ion, C5H13N2 (charge +1), computed with ωB97M-V/def2-TZVPD.

The geometry in ORCA input format:
```
! wB97M-V def2-TZVPD RIJCOSX def2/J DEFGRID3
* xyz 1 1
C 1.845 -1.346 0.202
C -1.158 0.278 0.389
C 2.179 1.129 0.158
C 0.241 0.080 -0.855
C -2.566 0.482 0.075
N -3.464 -0.481 -0.104
N 1.404 -0.088 -0.285
H 1.810 -1.224 1.378
H 1.324 -2.250 -0.214
H -0.655 1.176 0.976
H -0.873 -0.676 1.076
H 2.802 -1.397 -0.184
H 2.023 2.041 -0.484
H 3.296 1.012 -0.125
H 1.965 1.189 1.285
H 0.277 1.082 -1.445
H -0.043 -0.720 -1.355
H -2.741 1.430 -0.138
H -4.423 -0.310 -0.472
H -3.243 -1.409 0.123
*
```

**SMILES string**: CN(C)CCC=[NH2+]

The Löwdin scheme yields these atomic charges, measured in e: -0.05, -0.08, -0.02, -0.14, -0.09, 0.19, -0.32, 0.14, 0.12, 0.13, 0.14, 0.06, 0.10, 0.12, 0.11, 0.16, 0.06, 0.09, 0.16, 0.11


Run z
A gas-phase ion, C5H13N2 (charge +1), computed with ωB97M-V/def2-TZVPD.

The geometry in ORCA input format:
```
! wB97M-V def2-TZVPD RIJCOSX def2/J DEFGRID3
* xyz 1 1
C -0.755 -0.057 -1.766
N -0.690 1.386 -1.886
C -0.007 -0.477 -0.508
N -0.924 -0.372 0.705
C -0.073 -0.663 1.934
C 1.247 0.089 1.561
C 1.278 0.179 0.023
H -1.785 -0.406 -1.792
H -0.287 -0.655 -2.565
H 0.187 1.709 -2.279
H -1.394 1.748 -2.499
H 0.146 -1.561 -0.542
H -1.395 0.522 0.893
H -1.681 -1.051 0.568
H -0.539 -0.109 2.742
H -0.035 -1.733 2.083
H 2.088 -0.518 1.888
H 1.228 1.018 2.112
H 2.133 -0.291 -0.447
H 1.258 1.241 -0.223
*
```

**SMILES string**: NC[C@H]1CCC[NH2+]1

The Löwdin scheme yields these atomic charges, measured in e: -0.23, 0.02, -0.25, 0.07, -0.07, -0.12, -0.11, 0.12, 0.13, 0.09, 0.08, 0.16, 0.19, 0.18, 0.13, 0.13, 0.12, 0.12, 0.13, 0.11


Energy ordering: run z at the bottom, the next structure 74.7 kcal/mol above.


Run w
2 unconnected molecules or ions with the total composition C5H13N2, computed with ωB97M-V/def2-TZVPD.

The geometry in ORCA input format:
```
! wB97M-V def2-TZVPD RIJCOSX def2/J DEFGRID3
* xyz 1 1
C -1.144 -1.906 -0.048
C 1.098 1.084 1.272
C 0.966 1.169 -1.368
C -2.063 0.219 -0.017
C 0.864 0.412 -0.089
N -1.764 -0.927 0.587
N 1.180 -0.863 -0.137
H -1.018 -2.827 0.299
H -0.941 -1.834 -1.137
H 0.624 2.113 1.441
H 0.675 0.637 2.138
H 2.075 1.180 1.558
H 0.811 0.650 -2.296
H 2.117 1.480 -1.552
H 0.208 1.996 -1.315
H -1.920 0.085 -1.114
H -2.681 0.868 0.531
H 1.370 -1.182 -1.065
H -1.914 -1.143 1.565
H 1.458 -1.211 0.747
*
```

The Löwdin scheme yields these atomic charges, measured in e: -0.03, -0.02, -0.04, 0.01, -0.36, -0.11, 0.19, 0.03, 0.10, 0.13, 0.07, 0.06, 0.07, 0.16, 0.11, 0.10, 0.07, 0.14, 0.17, 0.13


Run x
2 unconnected molecules or ions with the total composition C5H13N2, computed with ωB97M-V/def2-TZVPD.

The geometry in ORCA input format:
```
! wB97M-V def2-TZVPD RIJCOSX def2/J DEFGRID3
* xyz 1 1
C -0.831 2.375 0.026
C -0.448 1.093 -0.133
C -1.321 -0.742 -1.165
C -0.804 -0.856 1.180
C 2.245 -0.258 -0.667
N -1.442 0.027 0.150
N 2.989 -0.637 0.390
H -1.971 2.584 0.207
H -0.224 3.186 -0.432
H -1.383 -1.884 -1.109
H -2.131 -0.363 -1.787
H -0.350 -0.651 -1.566
H -0.838 -0.307 2.204
H -1.489 -1.767 1.177
H 0.175 -1.187 0.821
H 2.995 0.100 -1.342
H 0.560 0.620 -0.155
H 2.614 -1.280 1.170
H 4.012 -0.483 0.590
H -2.358 0.429 0.442
*
```

The Löwdin scheme yields these atomic charges, measured in e: 0.08, -0.20, 0.00, -0.02, 0.00, -0.17, -0.03, 0.11, 0.09, 0.13, 0.11, 0.06, 0.15, 0.12, 0.07, 0.02, 0.03, 0.12, 0.13, 0.19


Energy ordering: run w at the bottom, the next structure 21.6 kcal/mol above.


Run w
A molecular structure, C5H13N2, computed with ωB97M-V/def2-TZVPD.

The geometry in ORCA input format:
```
! wB97M-V def2-TZVPD RIJCOSX def2/J DEFGRID3
* xyz 1 1
C -1.202 1.112 -0.486
C -0.484 0.404 0.613
C -0.046 -1.030 0.293
C 0.708 -1.166 -1.003
C 0.269 -1.940 -1.980
N 1.791 1.305 0.506
N -1.085 0.608 1.826
H -0.519 1.149 -1.342
H -1.451 2.126 -0.194
H -2.075 0.545 -0.818
H 0.801 1.028 0.680
H -0.949 -1.644 0.293
H 0.590 -1.373 1.117
H -0.661 -2.490 -1.886
H 0.794 -2.009 -2.921
H 1.986 2.286 0.682
H 1.638 -0.623 -1.097
H 2.423 0.768 1.096
H -0.490 0.641 2.642
H -2.038 0.305 1.977
*
```

The Löwdin scheme yields these atomic charges, measured in e: 0.01, -0.33, -0.13, -0.19, 0.05, 0.14, 0.16, 0.11, 0.11, 0.13, -0.03, 0.15, 0.14, 0.07, 0.07, 0.08, 0.10, 0.08, 0.13, 0.15


Run x
A gas-phase ion, C5H13N2 (charge +1), computed with ωB97M-V/def2-TZVPD.

The geometry in ORCA input format:
```
! wB97M-V def2-TZVPD RIJCOSX def2/J DEFGRID3
* xyz 1 1
C -1.622 -1.619 1.154
C -1.342 -0.501 0.002
C -0.112 -0.860 -0.785
C 1.059 -0.414 -0.025
N 1.661 0.673 -0.857
C 1.323 1.883 -0.553
N 0.535 2.152 0.473
H -2.675 -1.525 1.573
H -1.434 -2.652 0.805
H -1.000 -1.132 1.923
H -2.101 -0.536 -0.972
H -1.456 0.602 0.494
H -0.053 -0.480 -1.981
H -0.029 -1.934 -1.071
H 0.991 -0.222 1.050
H 1.856 -1.025 -0.218
H 2.396 0.379 -1.614
H 1.792 2.643 -1.107
H -0.257 1.420 0.886
H 0.466 3.147 0.821
*
```

**SMILES string**: CCCCNC=[NH2+]

The Löwdin scheme yields these atomic charges, measured in e: -0.07, -0.26, -0.27, -0.18, 0.05, -0.17, 0.14, 0.09, 0.08, 0.06, 0.16, 0.12, 0.18, 0.13, 0.14, 0.10, 0.24, 0.15, 0.16, 0.16


Energy ordering: run x at the bottom, the next structure 23.8 kcal/mol above.